Version 1
15
Properties=species:S:1:pos:R:3 method="wB97M-V/def2-TZVPD" lumo_ev=-5.39 orbital_gap_ev=8.21 smiles="C=[N+]=N[C@H](C)C=C=O" charge=+1 homo_energy_ev=-13.597
C -1.192 -0.070 -0.917
C -0.018 0.797 -0.582
C -2.136 -0.433 -0.094
C -0.237 1.765 0.593
C 1.841 -2.117 0.363
N 1.178 0.094 -0.239
N 1.406 -1.010 0.043
O -2.968 -0.785 0.616
H -1.295 -0.393 -1.941
H 0.280 1.395 -1.453
H 0.663 2.343 0.782
H -1.040 2.447 0.331
H -0.512 1.224 1.495
H 2.196 -2.813 -0.389
H 1.834 -2.444 1.392

***

Version 2
15
Properties=species:S:1:pos:R:3 method="wB97M-V/def2-TZVPD" lumo_ev=-3.72 orbital_gap_ev=10.47 smiles=c1noc2c1C[NH2+]C2 charge=+1 homo_energy_ev=-14.185
C -1.061 -1.647 1.016
C -0.589 -0.612 0.179
C 0.359 -0.123 0.993
C -0.734 0.153 -1.027
C 1.034 1.096 0.200
N -0.396 -1.696 2.126
N 0.580 0.823 -1.207
O 0.523 -0.695 2.099
H -1.743 -2.389 0.710
H -0.844 -0.574 -1.851
H -1.544 0.830 -0.754
H 0.599 2.137 0.558
H 2.123 0.963 0.207
H 1.140 0.103 -1.502
H 0.554 1.631 -1.748

***

Question: which arrangement is favored energetically? Ranking from most to least stable: version 2, version 1.